Here is 2 unconnected molecules or ions with the total composition C6H10 from the Open Molecules 2025 dataset. Energies are from wB97M-V/def2-TZVPD.

**LUMO level**: -0.05 eV
**Multiplicity**: 1
**Net charge**: 0
**E_HOMO**: -7.9 eV
**Relative energy (zero: lowest compared OMol25 entry of this formula, charge and spin)**: 3.995 eV
**Frontier orbital gap**: 7.85 eV

```
16
C6H10 | the Open Molecules 2025 dataset | wB97M-V/def2-TZVPD
C 2.230 0.084 -0.055
C 0.744 0.108 0.081
C -0.033 1.202 0.293
C -1.414 0.889 0.576
C -1.472 -0.611 0.472
C -0.088 -1.142 0.047
H 2.529 -0.391 -0.995
H 2.660 1.088 -0.008
H 2.651 -0.519 0.757
H 0.363 2.218 0.292
H -2.417 1.536 -1.055
H -2.358 1.391 -1.799
H -1.759 -0.969 1.468
H -2.300 -0.913 -0.179
H -0.089 -1.556 -0.971
H 0.322 -1.923 0.701
```

natural (NBO) atomic charge list, values in e, 5 entries: number 1, C, carries -0.67; number 2, C, carries 0.21; number 3, C, carries -0.42; number 4, C, carries 0.07; number 5, C, carries -0.57

Here is Cl2HISi in the gas phase from the Open Molecules 2025 dataset. Energies are from wB97M-V/def2-TZVPD.

**LUMO level**: 0.23 eV
**Multiplicity**: 1
**Net charge**: 0
**E_HOMO**: -10.3 eV
**Relative energy (zero: lowest compared OMol25 entry of this formula, charge and spin)**: 0.000 eV
**Frontier orbital gap**: 10.52 eV
**SMILES**: Cl[SiH](Cl)I

```
5
Cl2HISi | the Open Molecules 2025 dataset | wB97M-V/def2-TZVPD
Si 0.252 0.142 0.098
Cl 0.153 -0.812 1.866
Cl 0.237 -1.518 -1.480
I -1.863 1.302 -0.071
H 1.221 0.887 -0.413
```

So, what does the natural (NBO) scheme give us? The charges, in e, come out as: number 1, Si, carries 1.12; number 2, Cl, carries -0.31; number 3, Cl, carries -0.44; number 4, I, carries -0.17; number 5, H, carries -0.20

Here is a molecular structure, C33H28MnN5O6S from the Open Molecules 2025 dataset. Energies are from wB97M-V/def2-TZVPD.

**LUMO level (spin up / spin down)**: -1.30 / -1.26 eV
**Multiplicity**: 5
**Net charge**: 0
**E_HOMO (spin up / spin down)**: -8.7 / -8.9 eV
**⟨S²⟩**: 6.046
**Relative energy (zero: lowest compared OMol25 entry of this formula, charge and spin)**: 0.000 eV
**Frontier orbital gap (spin up / spin down)**: 7.40 / 7.60 eV

```
74
C33H28MnN5O6S | the Open Molecules 2025 dataset | wB97M-V/def2-TZVPD
Mn -1.987 0.920 0.415
N -1.997 0.768 2.511
C -2.835 -0.303 2.976
C -3.074 -0.562 4.299
C -3.859 -1.665 4.677
C -4.399 -2.489 3.729
C -4.188 -2.234 2.358
C -4.757 -3.009 1.325
C -4.545 -2.641 0.026
C -3.743 -1.529 -0.261
N -3.154 -0.804 0.672
C -3.390 -1.132 1.981
H -2.096 1.586 3.104
H -0.992 0.450 2.627
H -2.649 0.083 5.059
H -4.030 -1.863 5.726
H -5.003 -3.343 4.010
H -5.367 -3.870 1.569
H -4.985 -3.191 -0.794
H -3.590 -1.225 -1.289
C 0.881 -5.244 -0.496
C 0.242 -3.982 -1.010
C 0.376 -2.784 -0.318
C -0.197 -1.622 -0.811
C -0.929 -1.644 -1.981
C -1.078 -2.831 -2.684
C -0.491 -3.986 -2.196
S -1.637 -0.172 -2.702
O -0.656 0.410 -3.569
O -2.879 -0.595 -3.312
N -2.024 0.878 -1.472
C -2.627 2.075 -2.093
C -2.963 3.100 -1.002
O -3.418 4.182 -1.274
O -2.725 2.652 0.205
H 1.610 -5.016 0.279
H 1.382 -5.778 -1.303
H 0.129 -5.912 -0.070
H 0.940 -2.744 0.607
H -0.042 -0.685 -0.307
H -1.656 -2.836 -3.600
H -0.604 -4.911 -2.750
H -3.558 1.822 -2.609
H -1.948 2.528 -2.817
O 0.543 -0.091 2.481
C 0.944 0.555 1.499
N 2.230 0.600 1.069
C 2.400 1.617 0.032
C 0.908 1.954 -0.250
O 0.508 2.665 -1.136
N 0.137 1.296 0.677
C 3.142 2.806 0.640
C 2.457 3.879 1.201
C 3.156 4.880 1.862
C 4.536 4.813 1.973
C 5.223 3.748 1.408
C 4.529 2.749 0.743
C 3.040 1.098 -1.236
C 3.304 2.006 -2.259
C 3.849 1.569 -3.453
C 4.140 0.224 -3.636
C 3.871 -0.681 -2.623
C 3.317 -0.248 -1.426
H 2.989 0.326 1.672
H 1.380 3.940 1.111
H 2.617 5.715 2.290
H 5.077 5.594 2.492
H 6.302 3.696 1.483
H 5.062 1.919 0.292
H 3.060 3.051 -2.116
H 4.044 2.281 -4.245
H 4.568 -0.117 -4.570
H 4.089 -1.733 -2.766
H 3.090 -0.964 -0.645
```

Mulliken atomic charge list, values in e, 5 entries: number 1, Mn, carries 0.04; number 2, N, carries 0.03; number 3, C, carries 0.32; number 4, C, carries -0.54; number 5, C, carries -0.72

Here is a molecular structure, C3H8N2O2 from the Open Molecules 2025 dataset. Energies are from wB97M-V/def2-TZVPD.

**LUMO level**: 0.56 eV
**Multiplicity**: 1
**Net charge**: 0
**E_HOMO**: -9.3 eV
**Relative energy (zero: lowest compared OMol25 entry of this formula, charge and spin)**: 5.830 eV
**Frontier orbital gap**: 9.89 eV

```
15
C3H8N2O2 | the Open Molecules 2025 dataset | wB97M-V/def2-TZVPD
C 0.618 0.000 -1.343
C -0.776 0.489 0.569
C -0.096 -0.171 1.898
H 0.591 0.581 -3.534
H 0.940 1.850 -2.183
H 0.550 -1.951 -0.516
H -1.428 -0.371 0.186
H -1.399 1.349 0.943
H 0.442 -1.024 1.672
H 0.452 0.594 2.514
H -1.093 -0.455 3.620
N 1.080 0.833 -2.383
N 0.580 -1.384 -1.545
O 0.146 0.847 -0.219
O -1.289 -0.676 2.475
```

natural (NBO) atomic charge list, values in e, 5 entries: number 1, C, carries 0.68; number 2, C, carries -0.05; number 3, C, carries -0.10; number 4, H, carries 0.43; number 5, H, carries 0.40

Here is a molecular structure, C33H30F3MnNO4P2S3Te from the Open Molecules 2025 dataset. Energies are from wB97M-V/def2-TZVPD.

**LUMO level (spin up / spin down)**: 4.02 / 4.01 eV
**Multiplicity**: 6
**Net charge**: -2
**E_HOMO (spin up / spin down)**: -0.5 / -2.5 eV
**⟨S²⟩**: 8.885
**Relative energy (zero: lowest compared OMol25 entry of this formula, charge and spin)**: 3.436 eV
**Frontier orbital gap (spin up / spin down)**: 4.54 / 6.51 eV

```
78
C33H30F3MnNO4P2S3Te | the Open Molecules 2025 dataset | wB97M-V/def2-TZVPD
Mn -1.318 0.342 -1.666
S -2.735 -2.325 1.022
P -0.973 -1.387 1.077
C -0.676 0.118 0.259
P -1.344 1.606 1.060
S -3.185 2.332 1.244
C -0.236 2.914 0.343
C 1.071 2.634 -0.044
C 1.939 3.655 -0.428
C 1.506 4.974 -0.417
C 0.195 5.263 -0.048
C -0.668 4.240 0.327
C -0.783 1.654 2.856
C -1.623 1.117 3.840
C -1.305 1.219 5.189
C -0.146 1.882 5.595
C 0.694 2.423 4.635
C 0.383 2.300 3.276
C 0.328 -2.597 0.509
C 0.943 -2.516 -0.734
C 1.839 -3.491 -1.168
C 2.129 -4.578 -0.356
C 1.513 -4.686 0.888
C 0.621 -3.709 1.313
C -0.423 -1.346 2.837
C -1.204 -1.900 3.841
C -0.720 -1.977 5.149
C 0.541 -1.487 5.454
C 1.322 -0.919 4.452
C 0.844 -0.856 3.150
H 1.398 1.608 -0.027
H 2.951 3.415 -0.735
H 2.181 5.772 -0.704
H -0.153 6.290 -0.052
H -1.697 4.445 0.603
H -2.544 0.634 3.532
H -1.967 0.781 5.931
H 0.092 1.976 6.653
H 1.602 2.943 4.934
H 1.060 2.726 2.544
H 0.738 -1.682 -1.360
H 2.307 -3.391 -2.145
H 2.831 -5.338 -0.688
H 1.722 -5.540 1.526
H 0.136 -3.811 2.278
H -2.185 -2.284 3.578
H -1.332 -2.425 5.925
H 0.920 -1.551 6.469
H 2.306 -0.533 4.687
H 1.450 -0.418 2.358
F 5.160 0.867 -4.553
C 4.007 0.409 -5.143
F 3.870 1.061 -6.332
F 4.319 -0.894 -5.488
C 2.842 0.546 -4.290
C 2.906 0.240 -2.898
C 1.778 0.246 -2.145
N 0.525 0.503 -2.624
C 0.465 0.860 -3.968
C 1.551 0.876 -4.795
H 3.856 0.016 -2.424
H 1.831 0.019 -1.086
H -0.509 1.126 -4.347
H 1.420 1.160 -5.832
O -3.187 0.430 -1.228
S -3.202 1.331 -2.478
O -4.500 1.798 -2.846
O -2.162 2.357 -2.186
O -2.547 0.383 -3.464
C -4.278 -2.295 -2.340
Te -2.190 -2.616 -2.346
C -2.135 -2.568 -4.479
H -4.764 -3.130 -2.839
H -4.481 -1.353 -2.846
H -4.576 -2.232 -1.295
H -2.494 -1.585 -4.802
H -2.754 -3.367 -4.885
H -1.095 -2.699 -4.799
```

Mulliken atomic charge list, values in e, 5 entries: number 1, Mn, carries 0.13; number 2, S, carries -0.73; number 3, P, carries 1.13; number 4, C, carries 0.38; number 5, P, carries 1.79